No. 1
43
Properties=species:S:1:pos:R:3:lowdin_charge:R:1 method="wB97M-V/def2-TZVPD" gap_ha="0.28615 / 0.19735" charge=+1 spin_multiplicity=3 homo_ev="-10.442 / -10.349" s2=2.005
Pt -0.17 -0.21 -0.46 0.667
C -1.29 2.11 -2.96 -0.497
C -2.63 1.60 -2.46 -0.499
S -2.62 -0.01 -1.59 0.857
C -2.24 -1.16 -2.98 -0.489
C -1.72 -2.49 -2.46 -0.491
S -0.11 -2.44 -1.58 0.844
C 1.06 -2.09 -2.96 -0.479
C 2.40 -1.58 -2.45 -0.499
S 2.36 0.02 -1.56 0.864
C 1.99 1.18 -2.95 -0.491
C 1.47 2.51 -2.44 -0.503
S -0.14 2.46 -1.56 0.856
H -1.45 3.04 -3.50 0.094
H -0.82 1.40 -3.64 0.060
H -3.34 1.51 -3.28 0.095
H -3.03 2.29 -1.71 0.085
H -1.53 -0.69 -3.66 0.064
H -3.17 -1.33 -3.52 0.095
H -1.61 -3.21 -3.27 0.097
H -2.40 -2.90 -1.72 0.087
H 0.60 -1.39 -3.66 0.066
H 1.21 -3.04 -3.48 0.096
H 3.10 -1.49 -3.27 0.095
H 2.80 -2.28 -1.71 0.085
H 1.29 0.70 -3.63 0.062
H 2.93 1.35 -3.48 0.094
H 1.37 3.21 -3.27 0.093
H 2.15 2.93 -1.70 0.083
N 0.62 -0.03 9.42 0.173
C 0.51 -0.02 8.28 -0.192
C 0.38 -0.02 6.88 -0.226
C -0.90 0.08 6.30 -0.013
C -1.03 0.09 4.93 -0.015
C 0.11 0.01 4.11 -0.257
C 1.38 -0.09 4.70 -0.017
C 1.51 -0.10 6.07 -0.013
C 0.01 0.03 2.71 -0.154
C -0.02 0.08 1.49 -0.257
H -1.77 0.14 6.93 0.124
H -2.01 0.16 4.47 0.118
H 2.24 -0.16 4.06 0.117
H 2.49 -0.18 6.52 0.123

No. 2
37
Properties=species:S:1:pos:R:3:lowdin_charge:R:1 method="wB97M-V/def2-TZVPD" gap_ha="0.22726 / 0.17021" charge=+3 spin_multiplicity=4 homo_ev="-18.999 / -19.822" s2=3.783
C 5.39 0.19 -0.61 -0.351
I 3.30 0.03 -0.17 1.372
H 5.51 0.58 -1.62 0.049
H 5.83 -0.81 -0.53 0.043
H 5.83 0.87 0.12 0.052
Tc -0.54 -0.17 0.19 0.658
P 0.16 -1.84 -1.23 0.666
C 0.64 -3.34 -0.30 -0.218
C -1.38 -2.47 -2.01 -0.219
H -1.15 -3.35 -2.63 0.093
H 1.28 -2.77 -3.19 0.093
H -1.79 -1.68 -2.65 0.071
H 1.06 -1.04 -3.33 0.072
H -0.06 -3.51 0.52 0.065
H -2.12 -2.72 -1.23 0.048
C 1.31 -1.84 -2.62 -0.240
H 0.62 -4.21 -0.97 0.089
H 2.34 -1.66 -2.28 -0.007
H 1.65 -3.20 0.10 0.055
P -0.10 2.00 0.83 0.698
C 0.32 2.20 2.61 -0.219
C 1.00 3.27 0.08 -0.232
H -2.08 2.91 -0.22 0.067
H -1.60 3.93 1.19 0.093
H -2.43 2.34 1.44 0.049
C -1.71 2.90 0.82 -0.213
H 0.77 3.36 -0.99 0.064
H 0.83 4.26 0.53 0.086
H 0.20 3.25 2.92 0.087
H 1.36 1.88 2.77 0.056
H 2.05 2.99 0.19 0.013
H -0.36 1.58 3.21 0.064
C 0.51 -0.82 1.63 -0.442
O 1.08 -1.22 2.58 0.164
S -2.34 -1.14 1.29 0.768
C -3.64 -0.23 0.75 -0.697
N -4.61 0.30 0.36 0.201

No. 3
24
Properties=species:S:1:pos:R:3:lowdin_charge:R:1 method="wB97M-V/def2-TZVPD" gap_ha=0.32229 charge=+1 spin_multiplicity=1 homo_ev=-12.372 smiles="C[N@@H+]1C=CC(N)=C(C(=O)O)[C@H]1N"
C -1.64 -1.51 1.05 0.038
N -0.16 -1.28 1.11 -0.052
C 0.14 -0.07 1.85 -0.073
C 0.43 1.07 1.32 0.020
C 0.27 1.41 -0.14 -0.196
N 0.10 2.73 -0.54 0.193
C 0.30 0.30 -0.89 -0.018
C -0.28 0.24 -2.26 -0.531
O -0.71 -0.77 -2.77 0.109
O -0.23 1.39 -2.86 0.130
C 0.59 -1.12 -0.20 -0.239
N 1.95 -1.24 0.13 0.115
H -2.27 -0.88 0.38 0.125
H -1.94 -2.58 1.05 0.121
H -1.99 -1.09 2.05 0.120
H 0.28 -2.09 1.51 0.181
H 0.12 -0.09 2.93 0.146
H 0.59 1.97 1.96 0.152
H -0.17 2.94 -1.43 0.063
H -0.01 3.46 0.08 0.087
H -0.68 1.48 -3.75 0.193
H 0.39 -1.87 -0.89 0.143
H 2.50 -1.91 -0.28 0.074
H 2.41 -0.48 0.58 0.101

Number 1: DFT total energy -66022.2523 eV. Number 2: DFT total energy -52890.1608 eV. Number 3: DFT total energy -16011.1782 eV.